{"formula": "C95H206N10O13", "method": "ωB97M-V/def2-TZVPD", "e_lumo_ev": 0.36, "multiplicity": 1, "e_tot_ev": -143359.666, "homo_lumo_gap_ha": 0.31223, "e_homo_ev": -8.1, "elements": ["O", "O", "O", "O", "O", "O", "O", "O", "O", "O", "O", "O", "O", "N", "N", "N", "N", "N", "N", "N", "N", "N", "N", "C", "C", "C", "C", "C", "C", "C", "C", "C", "C", "C", "C", "C", "C", "C", "C", "C", "C", "C", "C", "C", "C", "C", "C", "C", "C", "C", "C", "C", "C", "C", "C", "C", "C", "C", "C", "C", "C", "C", "C", "C", "C", "C", "C", "C", "C", "C", "C", "C", "C", "C", "C", "C", "C", "C", "C", "C", "C", "C", "C", "C", "C", "C", "C", "C", "C", "C", "C", "C", "C", "C", "C", "C", "C", "C", "C", "C", "C", "C", "C", "C", "C", "C", "C", "C", "C", "C", "C", "C", "C", "C", "C", "C", "C", "C", "H", "H", "H", "H", "H", "H", "H", "H", "H", "H", "H", "H", "H", "H", "H", "H", "H", "H", "H", "H", "H", "H", "H", "H", "H", "H", "H", "H", "H", "H", "H", "H", "H", "H", "H", "H", "H", "H", "H", "H", "H", "H", "H", "H", "H", "H", "H", "H", "H", "H", "H", "H", "H", "H", "H", "H", "H", "H", "H", "H", "H", "H", "H", "H", "H", "H", "H", "H", "H", "H", "H", "H", "H", "H", "H", "H", "H", "H", "H", "H", "H", "H", "H", "H", "H", "H", "H", "H", "H", "H", "H", "H", "H", "H", "H", "H", "H", "H", "H", "H", "H", "H", "H", "H", "H", "H", "H", "H", "H", "H", "H", "H", "H", "H", "H", "H", "H", "H", "H", "H", "H", "H", "H", "H", "H", "H", "H", "H", "H", "H", "H", "H", "H", "H", "H", "H", "H", "H", "H", "H", "H", "H", "H", "H", "H", "H", "H", "H", "H", "H", "H", "H", "H", "H", "H", "H", "H", "H", "H", "H", "H", "H", "H", "H", "H", "H", "H", "H", "H", "H", "H", "H", "H", "H", "H", "H", "H", "H", "H", "H", "H", "H", "H", "H", "H", "H", "H", "H", "H", "H", "H", "H", "H", "H", "H", "H", "H", "H", "H", "H", "H", "H", "H", "H", "H", "H"], "coordinates": [[-8.752, -26.572, 23.540], [-1.123, -19.089, 16.268], [1.805, -26.385, 23.639], [0.431, -24.185, 25.471], [-6.324, -22.900, 29.374], [-9.277, -16.943, 20.245], [-5.879, -27.347, 23.680], [-2.495, -24.297, 25.100], [-0.561, -16.898, 25.355], [-1.912, -24.660, 19.273], [-4.492, -24.691, 18.140], [-7.670, -26.248, 30.513], [3.586, -23.361, 20.142], [-9.185, -25.791, 24.615], [-7.025, -22.013, 30.139], [-6.365, -25.707, 30.560], [-1.798, -16.774, 24.648], [-0.079, -23.691, 26.684], [-9.666, -18.226, 20.822], [-1.056, -20.227, 17.137], [-3.255, -23.207, 24.605], [-5.674, -25.021, 18.960], [4.174, -22.614, 21.162], [-11.270, -24.408, 26.051], [-10.002, -16.782, 22.962], [3.799, -21.216, 23.199], [-6.875, -24.451, 32.613], [-10.741, -24.516, 22.954], [-2.562, -15.724, 25.210], [-8.360, -21.840, 29.538], [-6.057, -29.504, 22.678], [5.805, -22.654, 23.008], [-10.066, -26.612, 25.502], [-4.142, -25.738, 29.721], [2.041, -22.348, 26.685], [-4.275, -22.798, 26.747], [-5.978, -25.555, 31.990], [-8.284, -21.392, 28.047], [1.483, -19.948, 17.796], [0.108, -25.857, 19.940], [-4.523, -16.798, 24.018], [-5.472, -26.466, 29.668], [-0.801, -25.810, 27.439], [-10.544, -17.912, 21.978], [0.095, -22.081, 17.985], [-3.636, -24.653, 22.473], [0.297, -20.821, 17.147], [-5.921, -27.258, 17.590], [0.428, -22.660, 29.392], [-1.696, -14.425, 25.249], [-8.777, -20.214, 21.948], [-1.681, -23.129, 22.786], [-5.611, -20.124, 29.298], [-6.420, -22.798, 18.737], [0.537, -22.320, 26.841], [0.168, -24.669, 27.788], [-3.389, -19.937, 17.804], [-6.800, -24.213, 18.440], [-10.178, -23.640, 25.293], [-6.002, -26.303, 28.232], [-8.462, -23.677, 23.526], [-6.251, -26.734, 32.985], [4.504, -24.760, 22.447], [-3.159, -15.858, 26.647], [0.796, -21.216, 15.792], [-8.397, -19.006, 21.100], [-10.734, -25.726, 26.620], [3.158, -21.956, 22.009], [5.162, -23.490, 21.873], [-1.363, -25.911, 19.661], [-4.553, -23.198, 25.278], [-9.661, -24.454, 24.072], [-0.258, -23.992, 29.108], [-7.182, -24.425, 16.972], [1.576, -25.187, 27.982], [-5.222, -27.897, 30.111], [0.492, -26.968, 23.582], [-0.458, -21.759, 19.291], [-9.191, -27.608, 26.199], [-6.190, -20.856, 30.479], [2.464, -20.865, 21.191], [-8.364, -19.590, 30.772], [-1.800, -18.694, 19.072], [4.725, -22.093, 23.960], [0.188, -21.749, 28.197], [-3.705, -15.530, 24.181], [-5.414, -22.116, 23.070], [-7.809, -19.407, 19.758], [-11.818, -17.369, 21.300], [-3.985, -22.130, 22.480], [-8.998, -23.260, 29.614], [-2.331, -18.176, 24.344], [-6.974, -26.827, 19.908], [-5.165, -28.600, 23.562], [-9.656, -19.923, 23.111], [2.091, -22.848, 22.560], [-10.886, -19.199, 22.685], [-5.360, -22.068, 24.621], [-4.480, -27.060, 19.675], [-9.188, -20.890, 30.451], [-4.573, -24.997, 32.074], [-1.277, -18.907, 23.503], [-5.283, -24.537, 25.226], [-7.351, -18.185, 21.914], [0.013, -21.396, 25.702], [-1.974, -20.003, 18.339], [-8.203, -26.119, 19.463], [-7.065, -19.834, 31.392], [-7.975, -24.593, 19.440], [-5.010, -21.460, 31.351], [-2.465, -18.947, 25.679], [-3.615, -17.982, 23.487], [-3.161, -23.326, 23.078], [-5.767, -26.526, 19.004], [-1.886, -21.203, 19.193], [-11.124, -27.432, 24.672], [-3.562, -25.672, 31.107], [6.231, -23.808, 20.859], [0.053, -21.766, 15.254], [0.744, -20.787, 28.304], [-8.386, -27.214, 26.743], [-5.430, -22.193, 32.025], [-6.046, -25.235, 28.045], [-0.402, -26.338, 26.527], [-1.556, -24.404, 18.424], [-0.702, -17.407, 26.183], [-9.335, -21.366, 27.682], [-5.976, -22.972, 22.716], [-4.195, -18.991, 23.411], [-6.385, -21.963, 25.084], [-7.669, -21.987, 27.381], [-3.353, -17.689, 22.478], [-7.335, -27.067, 32.881], [-1.807, -25.441, 27.294], [0.335, -25.201, 20.787], [0.137, -26.988, 22.550], [3.638, -24.603, 23.067], [0.439, -26.911, 20.209], [-3.707, -24.745, 18.757], [-1.081, -21.522, 25.596], [-4.379, -14.703, 24.366], [-7.142, -27.898, 19.698], [0.689, -25.630, 18.975], [-5.686, -27.708, 32.964], [2.984, -20.911, 23.889], [-1.461, -19.013, 26.134], [-3.581, -21.970, 26.800], [5.309, -21.513, 24.703], [-0.445, -22.684, 19.876], [-0.843, -21.550, 28.196], [-8.328, -25.481, 30.394], [1.915, -21.326, 20.387], [-5.346, -25.007, 24.247], [1.491, -22.746, 29.605], [-9.941, -20.835, 23.745], [-3.951, -23.666, 27.375], [-11.775, -23.833, 26.851], [-7.657, -23.791, 24.225], [-8.964, -24.186, 19.087], [-5.505, -22.688, 19.290], [6.353, -21.809, 22.488], [-4.287, -21.963, 30.739], [-4.993, -21.100, 24.911], [2.244, -25.358, 27.117], [6.748, -22.911, 20.503], [-9.072, -19.257, 23.789], [-1.141, -18.334, 22.550], [-3.100, -15.375, 23.244], [-5.288, -26.523, 27.436], [-3.552, -26.123, 28.944], [-6.531, -18.907, 31.550], [-7.771, -25.322, 16.811], [-2.606, -21.970, 18.827], [-10.707, -23.609, 22.385], [-12.192, -18.124, 20.695], [-3.561, -20.834, 17.182], [0.436, -21.652, 24.788], [-11.611, -16.502, 20.684], [-2.801, -19.991, 25.422], [-8.984, -18.786, 31.264], [-1.755, -19.836, 23.202], [-4.169, -28.491, 23.287], [0.912, -20.316, 15.166], [-6.787, -19.876, 19.825], [-7.282, -17.132, 21.562], [1.623, -19.216, 16.980], [-9.002, -26.302, 20.163], [-9.580, -15.982, 22.356], [-7.512, -18.139, 23.030], [-8.471, -20.165, 19.304], [-7.657, -18.578, 19.080], [-0.919, -14.463, 26.038], [-2.668, -25.008, 31.213], [-5.169, -26.928, 16.853], [-11.559, -18.915, 23.514], [-3.139, -24.654, 21.478], [-1.510, -26.713, 18.961], [-4.604, -27.940, 30.960], [-8.407, -23.982, 28.995], [-4.764, -25.258, 25.865], [4.190, -25.397, 21.657], [-5.326, -26.680, 24.027], [-3.963, -22.395, 21.410], [1.759, -21.698, 15.962], [-10.942, -16.475, 23.452], [-6.460, -24.004, 33.509], [-8.715, -28.247, 25.429], [1.705, -20.298, 21.642], [-6.277, -19.458, 28.809], [2.382, -23.304, 23.555], [-7.208, -22.290, 19.289], [-6.934, -27.285, 17.335], [-0.356, -18.583, 16.572], [-12.004, -24.742, 25.287], [-1.133, -23.996, 23.124], [4.389, -20.336, 22.859], [-3.387, -14.832, 27.028], [-10.111, -23.285, 29.318], [-4.231, -25.064, 33.138], [-4.669, -24.718, 22.236], [-4.151, -19.890, 18.538], [-0.520, -22.798, 17.461], [-5.127, -17.053, 24.900], [-9.702, -28.256, 26.897], [-8.702, -22.653, 23.331], [0.465, -27.956, 24.044], [-5.625, -28.331, 17.726], [-0.339, -18.987, 23.970], [-9.351, -17.006, 19.265], [-6.298, -24.392, 16.284], [-0.263, -24.146, 24.801], [3.218, -20.172, 20.794], [-11.433, -19.915, 22.020], [-2.278, -20.939, 20.158], [-8.586, -26.566, 18.488], [2.166, -23.175, 25.951], [-6.074, -26.333, 33.938], [-6.136, -29.171, 21.634], [-9.368, -17.220, 23.747], [-3.238, -18.406, 26.230], [-11.791, -28.144, 25.246], [-4.645, -28.112, 19.817], [-7.117, -20.317, 32.341], [-9.310, -21.543, 31.308], [-1.290, -22.297, 23.264], [-7.066, -29.515, 23.018], [-7.689, -24.258, 20.437], [2.186, -24.581, 28.618], [-9.337, -23.366, 25.955], [-0.248, -26.271, 24.097], [5.808, -24.275, 19.991], [-6.443, -18.757, 21.799], [2.338, -20.588, 17.799], [-7.923, -24.749, 32.944], [-4.313, -24.743, 29.381], [-0.910, -18.715, 19.698], [1.150, -22.369, 22.728], [-5.226, -20.878, 28.578], [-4.598, -23.946, 31.796], [-10.605, -22.725, 24.813], [-4.065, -16.572, 26.773], [0.209, -20.347, 25.925], [1.303, -19.414, 18.726], [5.321, -25.124, 23.040], [-5.744, -30.558, 22.639], [-2.387, -16.327, 27.229], [-5.256, -16.583, 23.229], [-4.509, -20.665, 31.827], [6.900, -24.551, 21.278], [-4.711, -19.625, 29.595], [-9.993, -25.479, 27.348], [-10.776, -28.147, 23.932], [3.104, -24.033, 20.633], [-7.803, -20.741, 22.163], [-11.547, -26.257, 27.136], [-1.218, -14.391, 24.298], [6.591, -23.163, 23.525], [4.145, -22.840, 24.534], [-0.874, -26.535, 28.273], [1.892, -23.782, 22.044], [-4.238, -26.484, 20.570], [-6.267, -24.351, 25.640], [-3.679, -26.907, 18.960], [-10.479, -25.331, 22.235], [0.079, -21.057, 19.863], [-6.983, -26.842, 28.204], [-11.852, -26.772, 24.196], [-8.193, -24.101, 22.518], [-3.540, -19.113, 17.122], [-10.151, -20.703, 29.987], [1.085, -22.588, 18.126], [-2.588, -18.705, 19.812], [-0.217, -24.655, 29.993], [1.901, -25.837, 24.401], [-12.575, -17.284, 22.099], [-8.296, -19.079, 29.798], [-7.850, -26.852, 23.812], [-8.846, -23.522, 30.677], [-1.825, -26.143, 20.589], [1.434, -26.149, 28.514], [-4.766, -28.563, 29.316], [-2.392, -13.521, 25.353], [-0.016, -22.249, 30.340], [-5.152, -22.454, 27.308], [-5.962, -21.215, 22.810], [-3.324, -26.663, 31.545], [-6.328, -23.741, 29.873], [-1.987, -23.927, 25.804], [-7.807, -23.607, 16.621], [2.433, -21.442, 26.237], [2.498, -22.655, 27.629], [-3.420, -21.208, 22.579], [-5.112, -28.986, 24.558], [-3.377, -25.430, 23.145], [-6.749, -26.651, 20.991], [-7.001, -23.549, 32.021], [-1.316, -23.834, 28.916], [-6.288, -22.263, 17.793], [-9.303, -20.883, 21.236], [-8.043, -20.383, 27.970], [-1.857, -17.804, 18.491], [-6.188, -28.417, 30.454], [-1.520, -23.069, 21.710], [-11.766, -24.612, 23.284]], "mulliken_charge": [-0.4717, -0.5229, -0.5773, 1.6372, 2.0200, -0.5240, -0.1124, -0.6748, -0.4998, -0.3194, -0.6657, -0.8140, -0.4928, 1.5355, 0.4821, 1.3405, 0.0636, 0.6695, 0.0478, 0.2650, 1.2662, 1.3007, 0.0899, -0.9587, -1.5295, -0.9315, -1.8606, -1.6440, 1.5817, 0.9574, -1.0289, -1.6037, 1.7434, -0.2603, -1.2757, -0.2612, 1.9399, -1.4358, -1.5955, -1.0783, -0.1933, 1.7511, -0.7613, 1.4956, -1.7829, -0.2150, 1.1734, -1.9572, -1.2667, -1.9488, -0.7648, -0.2910, -1.3474, -1.5286, 2.5171, 1.7736, -2.5122, 2.1816, -0.1245, -1.1579, 1.7292, -1.8091, -1.8190, -1.5159, -2.0759, 2.5358, -0.6856, 2.3824, 2.1766, -0.3149, 2.9181, 1.1118, -1.0650, -1.8136, -1.7602, -2.0355, 0.2785, 1.8721, -2.0350, 1.3588, -2.1532, -0.6154, -2.2006, 0.1204, -1.7784, -1.2733, 0.7273, -1.8892, -1.9517, 0.4028, -0.9943, 2.5860, -0.0124, -0.5101, 1.1688, 1.1697, -1.3764, -1.0553, -1.5974, -1.1493, -0.6544, -1.9176, -0.1852, -1.7838, -1.3234, 2.3884, -0.8448, -1.2300, -0.2858, -2.0246, -1.0024, 0.1506, 0.5809, 1.5004, 0.8603, -1.7170, -1.0851, -2.3126, 0.4385, 0.3785, 0.3907, 0.3629, -0.5582, 0.0895, 0.1674, 0.3869, 0.5454, -0.1791, -1.0676, -0.1497, -0.5400, 0.3665, 0.3321, -0.4268, -0.2942, -0.0926, 0.2847, 0.5248, 0.3446, -0.2008, 0.4742, 0.5675, 0.4183, 0.2358, -0.2456, 0.5179, 0.3338, 0.5105, -0.6793, 0.6068, 0.2811, 0.1419, -0.4412, 0.4532, -0.8975, -0.8406, 0.5106, -1.1039, 0.5187, -0.0613, 0.3713, 0.2019, 0.1229, -0.0469, 0.4408, -0.0477, 0.4750, 0.3088, 0.6127, 0.7532, 0.3585, 0.3421, -0.4269, 0.2828, 0.5203, 0.4845, -0.7053, 0.4131, -0.7657, 0.4155, -0.0933, 0.3561, 0.3956, -0.0618, 0.5039, 0.7375, 0.2573, 0.3112, 0.2782, 0.4571, 0.6234, 0.3228, 0.3809, 0.2343, 0.5132, -0.4269, 0.3837, 0.3518, -0.5366, -0.4458, 0.4639, 0.2538, -0.5371, 0.4151, 0.4628, 0.4496, 0.3780, 0.3714, 0.3457, -1.6554, -0.0445, 0.5179, 0.4001, 0.2052, -0.0412, 0.5349, 0.4682, 0.2508, 0.5741, 0.0977, 0.3978, 0.3165, 0.2801, 0.4467, -0.4942, 0.3991, 0.4824, 0.6537, 0.3512, 0.2643, -0.9073, 0.5612, 0.2637, -0.4941, 0.4487, -0.1938, 0.5490, 0.0529, 0.3115, 0.3682, 0.4264, 0.6860, 0.4188, 0.4446, 0.1412, 0.2016, -0.8807, 0.4345, -0.0445, -0.3956, 0.3990, 0.2519, 0.4352, 0.2332, -0.6773, 0.3018, -0.2119, -0.3432, -0.4185, -0.2123, 0.0515, 0.8912, 0.0773, 0.5616, 0.4354, 0.3736, 0.0268, 0.7251, 0.4149, 0.6297, -0.2760, 0.2078, 0.3935, -0.6101, 0.5057, 0.5016, 0.5067, -0.2609, 0.6942, -0.3392, -0.5461, -0.0601, 0.5594, 0.1197, -0.1489, 0.3082, 0.3855, -0.6883, 0.5125, 0.3753, 0.3153, 0.4039, 0.4988, 0.1900, 0.4144, 0.3102, 0.0976, 0.5447, 0.3064, 0.5791, 0.3344, 0.4068, 0.4737, -0.8106, -0.0983, 0.3303, -1.0436, -0.5418, 0.5344, 0.5633, 0.3855, -0.6743, 0.4058, 0.6657, -0.8154, 0.3726, -0.2225, 0.4264, 0.6746, 0.5278, 0.5517, 0.2977, -0.4114, 0.4548]}